No. 1
Computed, not measured: a structure of composition C21H17CsIN3O6 at a distorted geometry, with ωB97M-V/def2-TZVPD.

Summary:
highest occupied orbital energy = -7.47 eV
DFT total energy = -47456.43906 eV
molecular weight = 667.2 g mol⁻¹
E_LUMO = -0.05 eV
frontier orbital gap = 7.43 eV

Cartesian coordinates (Å):
Cs: -2.18 1.03 -0.10
C: 2.92 0.64 -1.89
C: 2.65 -0.45 -0.91
N: 3.67 -1.18 -0.53
C: 3.46 -2.15 0.39
C: 2.20 -2.52 0.85
C: 1.95 -3.70 1.77
O: 1.03 -4.69 1.14
C: 1.10 -1.72 0.44
C: -0.20 -2.12 1.04
N: -1.00 -1.21 1.51
C: -1.99 -1.63 2.39
C: -2.26 -0.81 3.50
C: -3.29 -1.05 4.41
C: -4.15 -2.07 4.24
C: -4.01 -2.81 3.10
C: -2.94 -2.72 2.21
I: -2.96 -3.70 0.32
C: 1.29 -0.66 -0.52
O: 0.31 0.04 -1.05
H: 2.75 1.60 -1.43
H: 2.08 0.55 -2.63
H: 3.87 0.60 -2.32
H: 4.38 -2.71 0.57
H: 1.48 -3.30 2.65
H: 2.86 -4.21 1.91
H: 1.53 -5.31 0.61
H: -0.28 -3.12 1.46
H: -1.51 -0.07 3.54
H: -3.45 -0.40 5.27
H: -4.93 -2.21 5.06
H: -4.72 -3.63 3.13
O: 1.08 5.36 0.09
C: -0.08 4.95 -0.47
O: -1.14 5.33 -0.07
C: 0.15 4.01 -1.69
C: 1.22 4.32 -2.51
C: 1.36 3.51 -3.67
C: 0.48 2.51 -3.94
C: -0.56 2.31 -3.04
N: -0.76 3.11 -1.94
C: -1.74 1.41 -3.30
O: -1.65 0.18 -2.81
O: -2.74 1.80 -3.81
H: 0.86 6.01 0.78
H: 1.94 5.11 -2.28
H: 2.17 3.68 -4.39
H: 0.57 1.97 -4.87
H: -0.79 0.11 -2.19

Atom charges from the Löwdin analysis, given in e for atoms 1 to 5:
1. Cs 1.19
2. C -0.02
3. C -0.28
4. N 0.10
5. C -0.11

---

No. 2
Computed, not measured: a cluster of 3 separate species, C18H30BrN3O2S2 in total at a distorted geometry, with ωB97M-V/def2-TZVPD.

Summary:
highest occupied orbital energy = -8.15 eV
DFT total energy = -119415.38270 eV
molecular weight = 464.5 g mol⁻¹
E_LUMO = -1.31 eV
frontier orbital gap = 6.84 eV

Cartesian coordinates (Å):
C: -0.04 -0.86 -2.92
C: 1.59 -0.68 -2.68
C: 2.00 -0.76 -1.07
C: 3.61 -0.98 -0.82
C: 4.40 0.38 -0.29
C: 5.72 0.84 -1.19
C: 6.61 2.16 -0.74
C: 6.13 2.95 0.63
Br: 7.19 4.55 1.27
C: 4.81 2.48 1.52
N: 4.50 3.27 2.76
C: 3.31 2.77 3.51
C: 2.44 1.49 3.00
C: 1.11 1.08 3.92
N: 1.46 0.69 5.33
C: 0.99 -0.71 5.68
N: 2.69 0.64 1.78
C: 3.91 1.19 1.09
H: -0.53 -1.69 -2.26
H: -0.53 0.19 -2.65
H: -0.32 -1.07 -4.06
H: 1.95 0.40 -3.03
H: 2.16 -1.52 -3.28
H: 1.55 0.20 -0.56
H: 1.39 -1.70 -0.65
H: 3.72 -1.88 -0.05
H: 4.14 -1.38 -1.82
H: 6.05 0.22 -2.14
H: 7.55 2.54 -1.34
H: 2.99 3.33 4.49
H: 0.48 0.25 3.34
H: 0.47 2.09 4.00
H: 2.46 0.85 5.56
H: 0.64 -0.68 6.82
H: 0.10 -1.10 5.03
H: 1.85 -1.51 5.63
C: -3.05 0.64 -4.80
S: -3.86 0.70 -3.18
O: -3.33 -0.45 -2.37
C: -5.50 0.24 -3.78
H: -1.99 0.87 -4.66
H: -3.15 -0.35 -5.23
H: -3.49 1.39 -5.46
H: -5.45 -0.73 -4.28
H: -5.86 1.00 -4.48
H: -6.18 0.17 -2.93
C: -4.94 -1.04 0.46
S: -5.37 -2.70 -0.11
O: -6.39 -2.55 -1.20
C: -6.23 -3.20 1.40
H: -4.41 -0.52 -0.35
H: -5.84 -0.49 0.72
H: -4.28 -1.11 1.33
H: -7.06 -2.51 1.60
H: -5.53 -3.19 2.24
H: -6.63 -4.20 1.26

Atom charges from the Löwdin analysis, given in e for atoms 1 to 5:
1. C -0.15
2. C -0.26
3. C -0.23
4. C -0.19
5. C -0.07